1.
{
  "formula": "C3H6N2O",
  "method": "wB97M-V/def2-TZVPD",
  "elements": ["C", "N", "C", "N", "C", "O", "H", "H", "H", "H", "H", "H"],
  "positions_angstrom": [[1.581, -0.555, 0.067], [0.566, 0.455, -0.186], [-0.749, 0.086, -0.315], [-1.270, -0.900, -0.939], [-1.700, 0.957, 0.465], [-1.321, 1.894, 1.128], [1.139, -1.427, 0.566], [2.332, -0.127, 0.736], [2.087, -0.892, -0.842], [0.653, 1.300, 0.364], [-0.563, -1.429, -1.453], [-2.756, 0.639, 0.411]],
  "total_energy_ha": -302.6418,
  "lumo_ha": 0.006,
  "homo_energy_ev": -9.6,
  "gap_ev": 9.78
}

=====

2.
{
  "formula": "C4H5N3",
  "method": "wB97M-V/def2-TZVPD",
  "elements": ["N", "C", "C", "C", "N", "C", "N", "H", "H", "H", "H", "H"],
  "positions_angstrom": [[-2.317, 0.507, 2.012], [-1.416, 0.487, 1.286], [-0.310, 0.574, 0.318], [1.113, -0.107, 0.594], [1.441, -0.808, -0.642], [0.427, -0.735, -1.406], [-0.661, 0.015, -0.987], [-0.132, 1.650, 0.187], [1.790, 0.727, 0.766], [1.270, -0.805, 1.431], [0.392, -1.184, -2.394], [-1.596, -0.322, -1.165]],
  "total_energy_ha": -319.6575,
  "lumo_ha": 0.027,
  "homo_energy_ev": -9.5,
  "gap_ev": 10.25
}

=====

3.
{
  "formula": "C5H8O",
  "method": "wB97M-V/def2-TZVPD",
  "elements": ["O", "C", "C", "C", "C", "C", "H", "H", "H", "H", "H", "H", "H", "H"],
  "positions_angstrom": [[-0.823, 1.917, 0.090], [-0.734, 0.612, 0.605], [-1.067, -0.612, -0.315], [0.375, -1.162, -0.110], [1.297, -0.106, -0.607], [0.635, 0.035, 0.755], [-0.374, 1.930, -0.769], [-1.269, 0.623, 1.556], [-1.382, -0.371, -1.339], [-1.823, -1.242, 0.160], [0.588, -2.201, 0.119], [0.992, 0.422, -1.508], [2.288, 0.163, -0.252], [1.296, -0.007, 1.615]],
  "total_energy_ha": -270.4631,
  "lumo_ha": 0.039,
  "homo_energy_ev": -9.8,
  "gap_ev": 10.85
}

=====

4.
{
  "formula": "C5H8O4Pb",
  "method": "wB97M-V/def2-TZVPD",
  "elements": ["H", "Pb", "O", "O", "C", "C", "O", "C", "H", "H", "H", "H", "C", "C", "O", "H", "H", "H"],
  "positions_angstrom": [[1.051, -0.657, -2.924], [1.222, -0.830, 0.058], [-0.583, 0.223, -3.595], [-0.206, 0.196, -1.358], [-1.534, -0.223, -0.936], [-1.426, -1.641, -0.364], [-0.140, -2.089, -0.705], [0.069, -0.212, -2.673], [-1.962, 0.563, -0.307], [-2.271, -0.309, -1.743], [-2.198, -2.260, -0.853], [-1.711, -1.666, 0.702], [1.370, 2.140, 2.341], [1.833, 0.894, 2.567], [2.045, -0.053, 1.677], [1.315, 2.853, 3.164], [2.045, 0.600, 3.609], [1.082, 2.471, 1.339]],
  "total_energy_ha": -688.9634,
  "lumo_ha": -0.010,
  "homo_energy_ev": -8.2,
  "gap_ev": 7.95
}

=====

5.
{
  "formula": "C3H6O4",
  "method": "wB97M-V/def2-TZVPD",
  "elements": ["C", "C", "C", "O", "O", "O", "O", "H", "H", "H", "H", "H", "H"],
  "positions_angstrom": [[-0.925, 0.018, 0.033], [-2.340, -0.327, -0.040], [2.113, -0.009, 0.269], [-0.668, 1.311, -0.233], [1.907, 1.143, -0.010], [2.766, -0.952, -0.350], [-0.066, -0.787, 0.309], [-2.396, -1.074, -0.711], [-3.004, 0.646, -0.194], [-2.777, -0.676, 0.882], [1.882, -0.316, 1.350], [0.344, 1.629, -0.147], [3.163, -0.608, -1.158]],
  "total_energy_ha": -418.8670,
  "lumo_ha": 0.027,
  "homo_energy_ev": -10.2,
  "gap_ev": 10.98
}

=====

6.
{
  "formula": "C4H11N3S",
  "method": "wB97M-V/def2-TZVPD",
  "elements": ["C", "C", "C", "C", "H", "H", "H", "H", "H", "H", "H", "H", "H", "H", "H", "N", "N", "N", "S"],
  "positions_angstrom": [[1.341, -2.170, -0.178], [-1.220, 0.180, -0.274], [-0.206, 1.440, -0.459], [0.255, 1.361, 1.141], [1.664, -1.707, 0.779], [1.071, -3.356, 0.033], [2.303, -2.365, -0.643], [0.309, -1.767, -1.928], [-1.244, -1.741, -0.061], [-2.493, 1.149, 0.573], [0.544, 1.090, -1.008], [-0.493, 1.522, 1.855], [1.337, 1.806, 1.390], [0.432, 0.137, 1.161], [-0.081, 3.693, -0.292], [0.398, -1.412, -0.935], [-0.621, -1.072, -0.279], [-2.420, 0.227, 0.178], [-0.877, 2.988, -1.053]],
  "total_energy_ha": -721.3164,
  "lumo_ha": 0.030,
  "homo_energy_ev": -8.8,
  "gap_ev": 9.60
}

=====

7.
{
  "formula": "C59H47CsN4O2P2Se2",
  "method": "wB97M-V/def2-TZVPD",
  "elements": ["Cs", "O", "C", "C", "C", "C", "C", "C", "C", "C", "C", "O", "C", "C", "C", "C", "C", "C", "C", "C", "C", "C", "C", "C", "N", "C", "C", "C", "C", "C", "C", "C", "C", "C", "C", "C", "C", "H", "H", "H", "H", "H", "H", "H", "H", "H", "H", "H", "H", "H", "H", "H", "H", "H", "H", "H", "H", "H", "H", "H", "H", "H", "H", "H", "Se", "P", "C", "C", "C", "C", "C", "C", "C", "C", "C", "C", "C", "C", "C", "C", "N", "N", "N", "P", "Se", "C", "C", "C", "C", "C", "C", "C", "C", "C", "C", "C", "C", "H", "H", "H", "H", "H", "H", "H", "H", "H", "H", "H", "H", "H", "H", "H", "H", "H", "H", "H", "H"],
  "positions_angstrom": [[-0.131, -1.811, 0.495], [-1.277, -3.875, 0.408], [-1.140, -5.100, 0.973], [0.332, -5.673, 0.734], [1.445, -5.019, 1.535], [2.106, -5.708, 2.542], [3.067, -5.049, 3.297], [3.350, -3.728, 3.018], [2.690, -3.106, 1.960], [3.055, -1.674, 1.589], [2.230, -0.507, 2.339], [1.078, -0.200, 1.695], [1.974, -1.022, 3.788], [2.895, -0.885, 4.828], [2.632, -1.392, 6.100], [1.429, -2.043, 6.358], [0.495, -2.184, 5.332], [0.773, -1.685, 4.063], [3.129, 0.775, 2.433], [2.678, 1.802, 3.275], [3.372, 2.994, 3.407], [4.530, 3.224, 2.654], [4.980, 2.227, 1.806], [4.297, 1.005, 1.716], [1.767, -3.746, 1.232], [-2.060, -6.171, 0.245], [-2.636, -7.314, 0.808], [-3.415, -8.188, 0.042], [-3.633, -7.938, -1.308], [-3.065, -6.800, -1.882], [-2.299, -5.928, -1.111], [-1.515, -5.077, 2.482], [-2.459, -4.129, 2.880], [-2.899, -4.060, 4.198], [-2.405, -4.953, 5.152], [-1.478, -5.915, 4.763], [-1.039, -5.973, 3.439], [0.492, -5.488, -0.331], [0.356, -6.753, 0.904], [1.874, -6.749, 2.725], [3.583, -5.564, 4.101], [4.079, -3.175, 3.596], [2.917, -1.513, 0.515], [4.115, -1.555, 1.830], [3.833, -0.367, 4.643], [3.364, -1.267, 6.890], [1.220, -2.434, 7.347], [-0.440, -2.709, 5.507], [0.045, -1.810, 3.265], [1.764, 1.628, 3.837], [3.002, 3.764, 4.079], [5.063, 4.164, 2.733], [5.865, 2.389, 1.199], [4.672, 0.256, 1.024], [-2.499, -7.525, 1.865], [-3.866, -9.058, 0.511], [-4.244, -8.610, -1.901], [-3.240, -6.579, -2.931], [-1.895, -5.004, -1.522], [-2.808, -3.431, 2.125], [-3.617, -3.301, 4.487], [-2.734, -4.894, 6.183], [-1.078, -6.610, 5.493], [-0.319, -6.734, 3.159], [3.422, 3.970, -4.940], [1.498, 3.647, -4.093], [1.001, 5.091, -3.118], [0.869, 4.963, -1.740], [0.593, 6.077, -0.945], [0.443, 7.322, -1.532], [0.596, 7.464, -2.913], [0.894, 6.361, -3.700], [0.285, 3.401, -5.441], [0.255, 2.121, -6.006], [-0.553, 1.860, -7.104], [-1.337, 2.869, -7.658], [-1.320, 4.136, -7.094], [-0.519, 4.397, -5.984], [1.269, 2.203, -3.052], [0.237, 1.560, -2.325], [0.673, 0.302, -2.082], [1.892, 0.165, -2.611], [2.269, 1.294, -3.205], [-1.423, 1.927, -1.679], [-2.444, 0.295, -0.805], [-2.389, 2.741, -3.001], [-2.239, 4.099, -3.280], [-3.027, 4.720, -4.245], [-3.945, 3.977, -4.973], [-4.081, 2.614, -4.723], [-3.320, 2.000, -3.732], [-1.298, 3.198, -0.385], [-2.225, 4.231, -0.266], [-2.190, 5.092, 0.827], [-1.223, 4.921, 1.805], [-0.306, 3.879, 1.698], [-0.340, 3.004, 0.617], [1.002, 3.994, -1.278], [0.494, 5.954, 0.127], [0.221, 8.189, -0.917], [0.512, 8.444, -3.371], [1.098, 6.485, -4.756], [0.867, 1.334, -5.575], [-0.577, 0.860, -7.524], [-1.975, 2.660, -8.510], [-1.951, 4.921, -7.498], [-0.549, 5.380, -5.534], [-1.510, 4.690, -2.736], [-2.901, 5.780, -4.441], [-4.547, 4.457, -5.738], [-4.792, 2.025, -5.294], [-3.452, 0.951, -3.500], [-3.000, 4.355, -1.012], [-2.918, 5.893, 0.909], [-1.185, 5.591, 2.657], [0.436, 3.730, 2.463], [0.354, 2.159, 0.590]],
  "total_energy_ha": -8151.7789,
  "lumo_ha": 0.135,
  "total_charge": -2,
  "homo_energy_ev": -2.1,
  "gap_ev": 5.73
}

=====

8.
{
  "formula": "C3H3FS2",
  "method": "wB97M-V/def2-TZVPD",
  "elements": ["C", "C", "C", "H", "H", "H", "F", "S", "S"],
  "positions_angstrom": [[1.839, -0.662, -0.110], [0.501, -0.476, -0.048], [-1.920, 0.982, 0.004], [2.289, -1.640, 0.070], [-0.129, -1.318, 0.214], [-2.409, 1.956, -0.003], [2.684, 0.374, -0.017], [-0.145, 1.194, -0.056], [-2.709, -0.410, -0.054]],
  "total_energy_ha": -1012.2946,
  "lumo_ha": -0.017,
  "homo_energy_ev": -8.9,
  "gap_ev": 8.45
}

=====

9.
{
  "formula": "AlN2O6",
  "method": "wB97M-V/def2-TZVPD",
  "elements": ["Al", "N", "O", "O", "O", "N", "O", "O", "O"],
  "positions_angstrom": [[-0.118, -0.637, -0.375], [-2.538, 2.620, -0.671], [-2.572, 3.478, 0.184], [-1.667, 1.826, -0.816], [-3.599, 2.274, -1.196], [2.652, -2.423, 0.703], [3.680, -2.852, 1.219], [1.698, -2.126, 1.462], [2.464, -2.160, -0.511]],
  "total_energy_ha": -802.5636,
  "lumo_ha": -0.433,
  "total_charge": 1,
  "homo_energy_ev": -13.8,
  "gap_ev": 2.00
}

=====

10.
{
  "formula": "C7H15N2Pb",
  "method": "wB97M-V/def2-TZVPD",
  "elements": ["C", "Pb", "N", "H", "H", "H", "H", "H", "H", "H", "H", "N", "C", "C", "C", "C", "C", "C", "H", "H", "H", "H", "H", "H", "H"],
  "positions_angstrom": [[3.253, 3.594, -1.172], [-0.631, 0.648, -0.922], [1.705, -0.026, -2.371], [-1.389, 1.925, 0.059], [3.579, 3.265, -0.267], [3.091, 4.652, -1.115], [2.328, 3.155, -1.544], [3.943, 3.318, -1.951], [1.229, -0.569, -3.097], [2.393, -0.695, -1.990], [2.298, 0.627, -2.926], [0.036, -1.528, -0.408], [-0.939, -1.659, 0.701], [-0.564, -1.088, 1.913], [-1.580, -0.799, 2.829], [-2.891, -1.151, 2.548], [-3.235, -1.631, 1.294], [-2.256, -1.839, 0.317], [0.995, -1.816, -0.162], [-0.137, -2.061, -1.294], [0.499, -0.870, 2.096], [-1.329, -0.350, 3.777], [-3.635, -1.134, 3.339], [-4.271, -1.896, 1.068], [-2.492, -2.071, -0.722]],
  "total_energy_ha": -577.9147,
  "lumo_ha": [0.129, 0.129],
  "total_charge": -1,
  "homo_energy_ev": [0.0, 0.0],
  "gap_ev": [3.49, 3.49]
}

=====

11.
{
  "formula": "C3H6N2",
  "method": "wB97M-V/def2-TZVPD",
  "elements": ["C", "C", "C", "H", "H", "H", "H", "H", "H", "N", "N"],
  "positions_angstrom": [[0.075, -0.886, -0.886], [-0.585, 0.501, 1.012], [0.244, 1.367, 0.111], [0.570, -2.711, -0.785], [0.561, -0.763, -1.869], [-0.074, -0.234, 1.628], [-1.546, 0.806, 1.406], [1.319, 1.263, 0.208], [-0.090, 2.370, -0.151], [0.057, -1.988, -0.246], [-0.532, 0.274, -0.428]],
  "total_energy_ha": -227.3631,
  "lumo_ha": 0.041,
  "homo_energy_ev": -9.5,
  "gap_ev": 10.61
}

=====

12.
{
  "formula": "C19H43InO2P3S",
  "method": "wB97M-V/def2-TZVPD",
  "elements": ["In", "P", "P", "P", "H", "C", "C", "H", "C", "C", "C", "C", "C", "C", "C", "C", "C", "H", "H", "H", "H", "H", "H", "H", "H", "H", "H", "H", "H", "H", "H", "H", "H", "H", "H", "H", "H", "H", "H", "H", "H", "H", "H", "H", "H", "H", "C", "C", "C", "C", "C", "C", "O", "H", "H", "H", "H", "H", "H", "C", "S", "C", "O", "H", "H", "H", "H", "H", "H"],
  "positions_angstrom": [[0.036, 0.001, -0.023], [-0.200, 0.229, -2.416], [-0.350, 2.409, 0.257], [-0.243, -2.419, -0.191], [-2.477, 0.746, 1.202], [-1.893, -0.150, 1.223], [-0.716, -0.208, 2.096], [-0.480, 0.647, 2.704], [-1.873, 0.255, -3.057], [0.526, 1.693, -3.144], [0.575, -1.033, -3.421], [-0.684, 2.944, 1.926], [0.893, 3.563, -0.258], [-1.838, 2.954, -0.607], [-0.558, -3.268, 1.348], [1.088, -3.379, -0.882], [-1.677, -2.888, -1.168], [-2.441, -1.049, 1.031], [-0.443, -1.152, 2.534], [-1.819, 0.366, -4.164], [-2.453, 1.090, -2.653], [-2.410, -0.671, -2.829], [0.376, 1.615, -4.246], [1.605, 1.748, -2.952], [0.063, 2.625, -2.811], [0.423, -0.734, -4.484], [0.138, -2.025, -3.291], [1.657, -1.098, -3.238], [-0.868, 4.036, 1.871], [0.180, 2.774, 2.589], [-1.562, 2.466, 2.371], [0.401, 4.551, -0.385], [1.400, 3.303, -1.193], [1.657, 3.668, 0.531], [-2.033, 4.000, -0.293], [-2.705, 2.338, -0.348], [-1.710, 2.940, -1.692], [-0.696, -4.337, 1.088], [-1.459, -2.915, 1.857], [0.291, -3.189, 2.045], [0.725, -4.423, -0.970], [1.965, -3.378, -0.220], [1.405, -3.037, -1.874], [-1.792, -3.990, -1.079], [-1.562, -2.642, -2.227], [-2.588, -2.409, -0.794], [-5.600, -3.276, -4.035], [-6.988, -3.066, -4.304], [-7.911, -3.242, -3.287], [-7.506, -3.624, -2.002], [-6.148, -3.830, -1.740], [-5.198, -3.658, -2.746], [-4.642, -3.122, -4.970], [-5.066, -2.854, -5.823], [-7.287, -2.772, -5.300], [-8.969, -3.080, -3.499], [-8.247, -3.760, -1.209], [-5.822, -4.126, -0.747], [-4.138, -3.815, -2.561], [4.234, 0.534, -1.009], [3.085, -0.819, -0.649], [3.768, -1.305, 0.964], [1.976, 0.181, 0.016], [5.189, 0.092, -1.171], [4.255, 1.228, -0.154], [3.886, 1.063, -1.893], [3.876, -0.404, 1.592], [3.081, -1.993, 1.451], [4.712, -1.760, 0.776]],
  "total_energy_ha": -2511.5438,
  "lumo_ha": -0.404,
  "total_charge": 3,
  "homo_energy_ev": -13.8,
  "gap_ev": 2.85
}